The following is a DFT calculation (the ωB97M-V functional and the def2-TZVPD basis) of a 16-piece molecular cluster, C20H44Cl30NO overall.

Results
total charge = +1
max |F| = 0.4 eV/Å
gap between HOMO and LUMO = 9.4 eV

XYZ file:
```
96
Properties=species:S:1:pos:R:3:forces:R:3
C -0.614500 6.156772 1.546052 -0.1 -0.3 0.1
C -1.787815 5.370298 2.165153 0.2 0.0 -0.2
C -1.809257 3.895763 1.755843 -0.1 0.0 0.2
C -0.734715 3.045061 2.460970 0.0 0.0 -0.1
C 0.159994 2.209251 1.557924 -0.1 -0.1 0.3
N 0.774650 3.039907 0.491950 0.3 0.1 -0.2
O 1.474218 2.204414 -0.385082 -0.2 -0.2 -0.1
H 0.028096 5.478966 0.973343 0.1 0.2 0.0
H 0.004116 6.634671 2.304281 0.0 0.0 0.0
H -0.947270 6.913548 0.838689 0.0 0.0 0.0
H -1.721462 5.438184 3.251865 -0.2 0.0 0.0
H -2.738378 5.789590 1.841583 0.0 0.2 0.2
H -2.795032 3.494615 1.988311 0.0 -0.1 -0.1
H -1.720819 3.841313 0.662393 -0.1 0.0 0.0
H -1.217080 2.312488 3.109470 0.0 0.1 0.1
H -0.121938 3.668960 3.116552 0.1 0.0 -0.1
H 0.988289 1.771883 2.113846 0.0 0.0 -0.1
H -0.373631 1.403840 1.055445 0.0 0.1 -0.1
H 0.058487 3.572234 -0.010617 -0.1 -0.1 0.0
H 1.460766 3.709685 0.875061 -0.1 0.0 0.2
H 1.622292 2.693001 -1.216803 0.1 0.0 0.0
C 3.420283 0.340407 -1.844416 0.0 -0.1 0.1
Cl 4.939095 -0.424415 -2.304465 0.0 0.1 0.0
Cl 2.879943 1.537338 -3.045656 0.0 0.0 0.0
H 2.657085 -0.423630 -1.759425 0.0 0.0 0.0
H 3.563454 0.852292 -0.901682 0.0 0.0 0.0
C 2.028397 -1.274769 1.952327 0.0 0.0 0.0
Cl 1.023143 -1.396620 0.504515 0.0 0.0 0.0
Cl 3.215824 0.038336 1.833411 0.0 -0.1 0.0
H 1.381953 -1.069937 2.796867 0.0 0.0 0.0
H 2.564434 -2.206689 2.083606 0.0 0.0 0.0
C 3.399972 5.791917 0.194791 0.1 0.0 -0.1
Cl 3.552772 4.403153 1.285996 -0.1 0.0 0.0
Cl 2.222337 5.499707 -1.105691 0.0 0.0 0.0
H 3.070284 6.649009 0.768480 0.0 0.0 0.0
H 4.366762 5.960457 -0.263896 0.0 0.0 0.0
C -4.018034 8.256726 0.404645 0.0 0.1 0.0
Cl -3.287426 6.973948 -0.584218 -0.1 0.0 -0.2
Cl -5.446447 7.684041 1.257879 0.0 0.1 0.1
H -3.284576 8.582254 1.133464 0.0 0.0 0.0
H -4.303776 9.064128 -0.258397 0.0 0.0 0.0
C 4.198042 -4.028804 -2.401388 -0.1 0.0 0.1
Cl 2.773589 -4.436408 -1.432980 0.0 0.0 0.0
Cl 4.123431 -4.737192 -4.021070 0.0 0.0 0.0
H 4.241866 -2.951926 -2.499784 0.0 -0.1 0.0
H 5.074314 -4.421319 -1.900240 0.0 0.0 0.0
C -6.996807 3.956196 2.533793 0.0 0.1 0.0
Cl -5.559885 4.238395 1.529728 0.0 -0.2 0.0
Cl -8.008418 5.399562 2.647517 0.0 0.0 0.0
H -7.570404 3.159663 2.077810 0.0 0.1 0.0
H -6.668371 3.689925 3.530818 0.0 0.0 0.0
C 3.545004 -8.387995 -5.235213 0.1 0.0 0.1
Cl 2.057122 -9.167169 -4.683104 -0.1 0.0 0.0
Cl 4.981035 -9.355323 -4.871464 0.0 0.0 0.0
H 3.485360 -8.246384 -6.305517 0.0 -0.1 0.0
H 3.633417 -7.438601 -4.722372 0.0 0.0 0.0
C 2.869487 -12.353804 -2.388936 0.1 0.1 0.0
Cl 3.231776 -13.978400 -2.972804 0.0 0.0 0.0
Cl 1.420013 -12.316311 -1.368215 0.0 0.0 0.0
H 3.706435 -12.005931 -1.796225 0.0 0.0 0.0
H 2.701411 -11.707944 -3.241586 0.0 0.0 0.0
C 7.069550 2.942858 2.971010 0.0 0.1 0.0
Cl 5.770614 1.736678 2.865283 0.1 0.0 0.1
Cl 7.075219 4.038259 1.582888 0.1 0.0 0.0
H 6.909408 3.524902 3.869960 0.0 0.0 0.0
H 8.017346 2.422616 3.006878 0.0 0.0 0.0
C 2.778675 -4.324506 -7.477831 0.0 0.0 0.0
Cl 2.899082 -6.083105 -7.668516 0.0 0.1 -0.1
Cl 1.433891 -3.639495 -8.390863 0.0 0.0 0.0
H 2.625035 -4.110663 -6.427505 0.0 0.0 0.0
H 3.700725 -3.887083 -7.840445 0.0 0.0 0.0
C -0.746883 -9.571702 0.052961 0.0 -0.1 0.0
Cl 0.692715 -8.669689 0.530279 0.0 0.0 0.0
Cl -2.117461 -8.504170 -0.301608 0.1 0.0 0.1
H -0.514261 -10.135147 -0.842354 0.0 0.0 0.0
H -1.031040 -10.224086 0.869168 0.0 0.0 0.0
C -9.520970 0.457387 2.746901 0.0 0.0 0.0
Cl -8.055739 0.615475 1.757323 0.0 -0.1 0.0
Cl -10.366534 1.997613 2.907419 0.0 0.0 0.0
H -10.175983 -0.256421 2.263527 0.0 0.0 0.0
H -9.225214 0.122685 3.733193 0.0 0.0 0.0
C -5.119307 -8.735188 -2.317996 0.0 0.0 0.0
Cl -6.559673 -8.981454 -1.321718 0.0 0.0 0.0
Cl -5.223641 -9.563257 -3.875859 0.0 0.0 0.0
H -5.015250 -7.673286 -2.505191 0.0 0.0 0.0
H -4.263987 -9.124304 -1.781516 0.0 0.0 0.0
C -7.978227 8.669542 -1.285172 0.0 0.0 0.0
Cl -6.482778 9.028783 -2.171652 0.0 0.0 0.0
Cl -9.054892 10.063494 -1.200369 0.0 0.0 0.0
H -8.488092 7.869681 -1.807556 0.0 0.0 0.0
H -7.707466 8.378740 -0.278405 0.0 0.0 0.0
C 7.438253 1.733526 6.723527 0.0 0.0 0.0
Cl 8.854709 1.517334 5.687133 0.0 0.0 0.0
Cl 6.844334 3.401644 6.711811 0.0 0.0 0.0
H 6.647432 1.092186 6.354261 0.0 0.0 0.0
H 7.717507 1.477821 7.737901 0.0 0.0 0.0
```
Positions in Å, forces in eV/Å.

=====

The following is a DFT calculation (the ωB97M-V functional and the def2-TZVPD basis) of a 10-piece molecular cluster, C56H126N6O10 overall in a non-equilibrium geometry.

Results
total charge = +1
max |F| = 4.6 eV/Å
gap between HOMO and LUMO (spin up / spin down) = 6.6 / 2.6 eV
2S+1 = 2
⟨S²⟩ = 0.75

XYZ file:
```
198
Properties=species:S:1:pos:R:3:forces:R:3
C 1.669496 4.570816 -0.955559 -0.8 -0.8 -0.6
O 1.699099 5.880702 -1.278256 0.6 4.5 0.1
H 2.296853 4.358680 -0.089811 0.1 -0.7 -0.1
H 0.610165 4.472693 -0.718314 0.1 -1.2 0.1
H 1.945778 4.190927 -1.939150 0.0 -2.1 0.6
H 2.609573 6.166377 -1.383286 -0.1 0.2 -0.2
C 1.066360 -3.644519 4.630271 -0.6 0.4 1.0
O 1.341502 -2.277553 4.614479 1.3 2.4 -0.7
H 1.878673 -4.175647 4.134130 -0.4 -0.1 -0.2
H 1.063058 -3.879429 5.694657 -0.3 -1.0 -0.2
H 0.081152 -3.667924 4.164525 0.1 -1.4 0.0
H 0.949264 -1.827139 5.366064 -0.1 -0.2 0.0
O 0.248169 2.522328 3.602760 0.4 0.3 0.0
H 0.351774 1.725639 4.123140 -0.1 -0.3 0.2
H -0.432784 2.306046 2.965767 -0.2 -0.1 -0.2
O 2.732476 -6.186286 -0.459997 -0.3 -0.3 -0.3
H 3.171516 -5.344519 -0.582075 0.2 0.2 0.1
H 2.929469 -6.430793 0.444233 0.0 0.0 0.2
C 1.856876 0.092156 1.296894 0.7 -0.1 -0.6
C 0.640226 -0.407439 0.445078 0.5 -1.4 1.5
C 1.145974 -0.971863 -0.862526 0.2 -0.9 -1.5
C 0.364845 -2.086988 -1.666277 -0.5 -0.3 2.2
C -0.074762 -3.217701 -0.680681 -0.1 2.0 0.8
C -0.780781 -2.583316 0.618053 1.0 -2.2 -1.1
N 0.093574 -1.540057 1.183258 0.5 -1.9 -1.2
O -0.355889 -1.221654 2.442111 -0.5 0.9 0.9
C -2.199966 -2.093438 0.360586 0.2 0.5 0.6
C -0.774885 -3.814958 1.603795 -0.6 0.7 -0.8
C -0.328022 0.665768 0.216878 -2.0 1.9 -0.8
H 2.589999 -0.707127 1.405358 -0.2 -0.4 0.1
H 1.708593 0.506990 2.293906 -0.8 -0.1 -0.1
H 2.432596 0.849838 0.765321 -0.2 0.4 -0.4
H 1.282946 -0.151181 -1.566666 0.4 0.2 0.1
H 2.098084 -1.470963 -0.682269 0.3 0.3 0.1
H 1.108200 -2.480038 -2.359852 -0.5 0.1 -0.4
H -0.573117 -1.758440 -2.113909 0.4 0.4 -0.5
H 0.808204 -3.747698 -0.323513 0.0 -0.2 0.0
H -0.783286 -3.923503 -1.114188 0.1 0.0 -0.1
H -2.920129 -2.806878 -0.039993 0.4 -0.2 -0.3
H -2.605597 -1.819300 1.334450 -0.2 0.3 0.1
H -2.127205 -1.189833 -0.244647 -0.5 -0.2 -0.2
H 0.252676 -4.071530 1.861433 -0.1 0.3 0.5
H -1.480169 -3.645953 2.417495 0.5 0.1 0.4
H -1.137279 -4.723665 1.123143 -0.2 0.1 -0.5
H 0.147726 1.627897 0.026905 0.1 0.1 0.0
H -1.106123 0.824379 0.963530 0.4 -0.1 0.8
H -0.982909 0.476504 -0.633646 0.3 -0.1 -0.5
H 0.313094 -1.645109 2.985014 0.1 0.1 0.9
C -6.108489 -2.226304 -3.035093 0.4 0.7 0.0
C -4.824861 -2.105155 -3.964073 -1.1 0.4 1.0
C -4.353978 -3.615694 -4.030094 0.6 1.5 0.0
C -3.253002 -3.819767 -5.076553 -2.0 0.0 0.4
C -3.815722 -3.332096 -6.381246 1.6 0.3 -1.1
C -4.304533 -1.859340 -6.453332 1.2 -0.5 0.7
N -5.242082 -1.629436 -5.321239 1.8 -3.8 -0.6
O -5.934591 -0.470961 -5.458367 -0.6 1.6 0.5
C -3.093219 -0.857236 -6.431365 0.0 0.0 0.4
C -4.951092 -1.787329 -7.827653 -1.1 0.6 -0.3
C -3.745673 -1.150673 -3.272362 0.0 -0.6 -0.5
H -6.240042 -1.334311 -2.422603 0.0 0.1 0.0
H -6.011253 -3.083781 -2.369215 0.3 0.1 0.2
H -7.069093 -2.399977 -3.520044 0.3 0.1 -0.6
H -3.939257 -3.873485 -3.055589 -0.2 0.1 0.3
H -5.270624 -4.195154 -4.140032 0.2 -0.3 -0.5
H -3.078311 -4.890243 -5.184571 0.7 0.1 0.2
H -2.406385 -3.213316 -4.754740 0.3 -0.4 -0.2
H -4.441434 -4.086535 -6.858122 -1.0 0.3 0.5
H -3.009238 -3.374513 -7.113295 0.4 0.3 -0.1
H -3.442270 0.171623 -6.519285 -0.3 0.0 -0.4
H -2.510697 -0.797473 -5.512030 -0.2 -0.6 0.2
H -2.340585 -1.055197 -7.194553 -0.3 -0.1 -0.4
H -4.466766 -2.383961 -8.600679 0.4 -0.1 0.3
H -5.961217 -2.192646 -7.768764 -0.2 0.0 0.0
H -5.023545 -0.781482 -8.241327 0.0 0.2 0.2
H -3.748436 -1.086035 -2.184277 -0.7 -0.2 0.1
H -3.777925 -0.129783 -3.652966 -0.4 0.0 -0.1
H -2.733550 -1.501650 -3.473630 0.1 -0.1 -0.3
H -6.701856 -0.789588 -5.939385 -0.4 0.5 0.1
C -4.869218 -1.043259 5.799345 0.3 -0.5 -0.5
C -4.811596 -1.432587 4.263396 -0.2 -0.5 3.0
C -6.232755 -1.979036 3.854215 0.2 2.6 -0.6
C -7.235521 -0.734096 3.643554 1.7 -1.5 2.2
C -6.516440 0.259914 2.770043 -0.7 -0.3 -1.6
C -5.113987 0.841906 3.057873 -1.1 0.1 1.9
N -4.290522 -0.342500 3.439434 0.1 0.1 -1.1
O -2.892846 -0.065087 3.771549 -1.7 0.4 0.0
C -4.646254 1.471078 1.741847 0.3 -0.5 0.2
C -5.301104 1.982748 4.172082 1.0 -0.6 -0.1
C -3.814777 -2.614601 4.278374 -0.6 0.2 -1.1
H -5.064323 -1.899875 6.444518 -0.7 -0.3 -0.3
H -5.594311 -0.262776 6.029973 0.4 0.2 0.1
H -3.835884 -0.887473 6.109289 0.0 1.2 0.0
H -6.087694 -2.492402 2.903684 -0.3 -0.3 0.0
H -6.608987 -2.614013 4.656300 0.2 -0.2 -0.3
H -7.440434 -0.375403 4.652244 0.1 0.4 0.2
H -8.225044 -1.076213 3.340385 0.2 0.1 -0.8
H -7.161819 1.092183 2.489107 -0.1 0.2 0.1
H -6.424516 -0.340782 1.865157 0.3 0.3 -0.6
H -5.369161 2.189272 1.354928 0.0 0.1 0.3
H -3.678276 1.960756 1.848240 0.0 0.1 0.0
H -4.560983 0.694530 0.981709 0.1 -0.2 0.0
H -5.539680 2.979612 3.801352 -0.4 -0.2 -0.6
H -6.024679 1.719512 4.943606 -0.1 -0.2 -0.2
H -4.370476 2.182562 4.703216 0.3 -0.4 0.0
H -3.633141 -2.857165 3.231349 0.5 -0.2 -0.1
H -4.289667 -3.493897 4.713588 0.0 0.1 0.2
H -2.888253 -2.391559 4.807433 -0.1 0.0 -0.2
H -2.522087 -0.044016 2.886282 0.5 -0.3 -0.1
C 6.095873 -3.760938 3.537994 0.5 0.4 -1.6
C 6.083965 -3.129877 2.113360 -1.2 -2.0 -0.8
C 7.355944 -2.367430 1.930658 1.7 0.3 -1.0
C 7.821672 -2.119351 0.445918 -0.9 -1.5 0.3
C 7.812077 -3.503241 -0.340568 1.4 1.3 1.7
C 6.603646 -4.352214 -0.209749 -2.5 -0.1 -1.7
N 6.043527 -4.358685 1.157499 3.1 1.8 1.1
O 4.863719 -5.012526 1.315253 -1.8 -0.4 -0.6
C 5.563717 -3.697895 -1.231560 -0.3 -0.8 0.6
C 6.983940 -5.828907 -0.666491 -1.3 0.3 1.1
C 4.876983 -2.242741 1.990423 -0.7 1.1 0.7
H 5.181592 -4.317173 3.744870 0.0 0.3 0.2
H 6.932408 -4.453505 3.445030 0.0 -0.1 0.7
H 6.307982 -2.920954 4.199464 -0.2 -0.4 0.5
H 7.317904 -1.407617 2.445845 -0.3 0.1 0.1
H 8.099644 -2.934301 2.490726 0.5 0.0 -0.3
H 7.169682 -1.371803 -0.005944 -0.4 -0.2 -0.2
H 8.805058 -1.653875 0.379803 0.2 -0.3 0.3
H 8.571572 -4.136557 0.117874 0.8 0.4 -0.1
H 8.022287 -3.364765 -1.401105 0.2 0.0 0.1
H 5.840700 -3.766643 -2.283534 0.3 -0.2 0.1
H 5.377811 -2.648005 -1.005130 0.3 0.1 0.1
H 4.581300 -4.162460 -1.147146 0.0 -0.2 0.0
H 7.380590 -6.445427 0.140149 0.7 0.6 0.4
H 7.652233 -5.910560 -1.523702 -0.3 0.3 -0.1
H 6.059168 -6.392164 -0.791538 -0.2 0.2 -0.9
H 4.885732 -1.497362 2.785683 0.5 0.1 0.5
H 4.844050 -1.576078 1.128700 -0.2 -0.6 -0.6
H 3.940687 -2.734783 2.253771 -0.1 -0.3 -0.9
H 5.042714 -5.868479 1.711381 0.4 -0.1 0.1
C -3.161386 6.058558 -1.496894 0.2 1.2 0.1
C -3.336619 4.811475 -2.313640 0.5 -1.2 0.1
C -3.284855 3.626852 -1.315044 -0.6 -1.5 0.8
C -3.722262 2.241343 -1.840656 -1.5 1.7 -1.0
C -5.128976 2.490810 -2.424322 0.4 -1.6 -0.5
C -5.251462 3.572635 -3.527460 -0.8 0.6 1.0
N -4.649936 4.858728 -3.025391 -0.8 -1.3 1.3
O -4.749786 5.895610 -3.983728 0.7 -0.4 -0.2
C -4.585192 3.114454 -4.828974 0.0 -0.3 0.7
C -6.819866 3.726384 -3.728665 1.1 0.9 -0.3
C -2.112602 4.640462 -3.188819 1.1 0.4 -1.0
H -2.310687 5.983185 -0.819593 0.1 -0.2 0.0
H -4.036014 6.321181 -0.901792 -0.1 -0.2 -0.1
H -2.926712 6.901327 -2.147091 -0.2 0.1 -0.1
H -2.336682 3.361429 -0.847486 0.8 1.2 -0.4
H -3.881666 3.899110 -0.444537 -0.5 -0.1 0.0
H -3.746009 1.452864 -1.088439 0.1 0.2 0.2
H -3.104992 1.888077 -2.666664 0.4 0.1 0.1
H -5.873762 2.514476 -1.628815 0.0 0.9 0.1
H -5.423015 1.570357 -2.928714 -0.1 -0.2 -0.3
H -3.583108 2.770450 -4.572875 0.0 -0.1 -0.2
H -5.139254 2.253733 -5.203511 0.0 0.1 -0.4
H -4.479851 3.923456 -5.551831 -0.3 -0.1 0.0
H -7.237877 2.823898 -4.174639 0.1 0.1 -0.1
H -7.415207 3.978095 -2.850998 0.5 -0.3 0.5
H -6.982138 4.590738 -4.372600 -0.1 -0.2 -0.5
H -1.978203 3.661190 -3.648220 -0.5 0.1 -0.2
H -1.166183 4.756558 -2.660690 -0.1 0.1 0.7
H -2.032868 5.438576 -3.926894 -0.3 -0.2 -0.4
H -5.556900 6.356653 -3.743688 0.0 0.1 0.2
C 3.726115 3.603689 2.204097 1.2 0.2 0.2
C 5.280899 3.231741 2.068009 -2.2 -0.5 -1.0
C 5.590419 2.609906 0.636891 0.6 0.2 -0.1
C 7.123335 2.519374 0.251238 -1.7 1.9 1.3
C 7.894734 3.861661 0.581762 -0.9 -2.1 0.6
C 7.641268 4.453011 2.045597 1.3 -0.4 -2.0
N 6.189983 4.386115 2.413287 0.5 -1.9 0.5
O 5.855969 5.022411 3.571510 0.9 -0.3 -1.3
C 8.679966 3.726109 2.983580 -1.2 0.1 1.2
C 8.003298 5.921442 1.987892 0.0 1.5 0.6
C 5.465825 2.167112 3.138232 1.7 0.2 0.9
H 3.191474 2.769100 1.750533 -0.1 0.5 -0.7
H 3.509138 4.616620 1.864984 -0.3 -0.3 -0.8
H 3.296867 3.563986 3.205227 0.7 0.0 0.5
H 5.263025 1.571801 0.579945 -0.2 -0.1 0.9
H 4.910464 3.014266 -0.112937 0.4 0.9 -0.1
H 7.223732 2.293778 -0.810428 0.1 -0.2 0.2
H 7.469414 1.707831 0.891326 0.6 0.0 -0.3
H 7.756976 4.584108 -0.222712 0.0 0.1 0.3
H 8.911596 3.469657 0.602370 0.2 0.9 -0.2
H 8.413393 2.716180 3.295165 0.0 -0.2 -0.7
H 9.675395 3.738661 2.539662 -0.3 0.1 -0.1
H 8.730176 4.215180 3.956407 0.1 0.5 -0.1
H 7.462053 6.520240 1.255362 -0.4 -0.4 -0.2
H 7.823428 6.395863 2.952605 0.0 0.0 0.1
H 9.044584 6.155387 1.766339 0.1 -0.7 0.0
H 5.229465 2.595631 4.112189 0.1 -0.1 0.0
H 6.533210 1.949111 3.102749 0.0 -0.6 0.4
H 4.921194 1.229151 3.030016 -0.3 0.4 -0.6
H 5.097570 5.543398 3.297637 -1.0 0.3 0.4
```
Positions in Å, forces in eV/Å.

=====

The following is a DFT calculation (the ωB97M-V functional and the def2-TZVPD basis) of an isolated ion of composition C4H8NOS and charge -1 in a non-equilibrium geometry.

Results
total charge = -1
relative energy (zero: lowest compared OMol25 entry of this formula, charge and spin) = 95.1 kJ/mol
max |F| = 2.3 eV/Å
gap between HOMO and LUMO = 5.7 eV

XYZ file:
```
15
Properties=species:S:1:pos:R:3:forces:R:3
C -0.419857 0.759657 -2.062730 1.0 -0.2 1.7
N -1.110505 0.935098 -0.781581 0.6 0.2 -0.4
C -0.875270 0.140820 0.354763 -1.1 0.0 -1.9
O -1.803605 0.030654 1.137009 0.5 0.1 0.5
C 0.468249 -0.527819 0.455032 0.7 0.6 1.0
C 0.783399 -0.794362 1.948711 1.8 -0.5 -1.3
S 2.403857 -1.720106 1.985683 -0.4 0.2 0.2
H -0.337757 1.640005 -2.695024 -0.7 0.2 0.1
H -0.778973 -0.122502 -2.587912 0.0 0.1 -0.3
H 0.611539 0.600900 -1.733493 0.1 -0.4 -0.6
H -1.889665 1.560050 -0.729053 -0.5 -0.2 0.1
H 1.267388 0.112614 0.042246 -0.3 0.3 0.5
H 0.713803 -1.409538 -0.136185 -1.0 -0.5 0.0
H 0.964351 0.184737 2.398607 -0.5 -0.2 0.4
H 0.003047 -1.390209 2.403926 -0.2 0.3 0.2
```
Positions in Å, forces in eV/Å.

=====

Look up the max |F| of the third one.
2.3 eV/Å

=====

The highest max |F| belongs to which entry?
C56H126N6O10

=====

max |F| of number 2 (C56H126N6O10)?
4.6 eV/Å

=====

What is the formula in the first record?
C20H44Cl30NO